Molecular formula: C26H62N2O10
Method: DFT, ωB97M-V/def2-TZVPD

Last column: Löwdin charge in e.
Geometry (Å):
O -3.0984 4.8882 -2.6950  -0.06
O -1.3874 0.2207 -0.1767  -0.10
O -3.2935 7.2399 -0.3471  -0.04
O -5.6522 4.8694 0.6510  -0.08
O 1.7451 -0.5270 4.6576  -0.01
O -2.2726 3.6636 -5.4437  -0.07
O -1.6486 7.7923 2.0253  -0.08
O -8.4634 4.8674 -0.2143  -0.07
O 0.1337 -6.5736 -1.5504  0.00
O -3.0094 3.4187 0.1130  -0.07
N 2.5261 -0.8324 3.5216  -0.10
N 1.2831 -5.8343 -1.8105  -0.13
C 3.7665 -5.5160 -1.5828  -0.14
C -3.5732 4.0389 -4.9458  -0.25
C 3.5762 -4.0205 -1.8165  -0.18
C 1.4267 0.6577 1.8457  -0.02
C -2.9267 2.0194 0.1545  -0.23
C 4.1918 1.1483 3.5285  -0.05
C -1.8234 1.4875 -0.7708  -0.19
C 0.5172 -1.6363 2.2502  -0.02
C 1.0433 -4.4466 -2.2606  -0.49
C 0.4379 -3.6704 -1.0844  -0.03
C 0.1177 -4.3494 -3.4570  -0.05
C 4.8018 -0.9918 2.5332  -0.15
C -1.5585 6.5993 1.2366  -0.22
C 2.4350 -5.7341 0.4877  -0.02
C 1.8074 -0.7727 2.2514  -0.49
C -3.7716 3.9191 -3.4714  -0.25
C 2.4811 -6.1252 -1.0124  -0.50
C 2.6451 -7.6718 -1.1398  -0.03
C 3.9182 -0.3460 3.6619  -0.50
C 2.3554 -3.7424 -2.7020  -0.13
C 4.5270 -0.8325 4.9738  -0.04
C 4.1591 -0.9238 1.1525  -0.18
C -6.6475 3.9001 1.0021  -0.22
C -7.5690 3.7492 -0.1951  -0.25
C 2.7328 -1.4710 1.2597  -0.16
C -1.9111 7.0207 -0.2095  -0.27
H 0.0764 -3.3138 -3.8154  0.08
H 4.9436 -2.0517 2.7935  0.11
H 3.4557 -3.4712 -0.8803  0.08
H -3.8459 1.5191 -0.1537  0.12
H 2.3380 -1.5701 0.2479  0.11
H 3.9665 -0.3441 5.7735  0.08
H -9.0920 4.7228 -0.9268  0.08
H 4.0183 -6.0557 -2.5003  0.12
H -2.1280 1.4203 -1.8143  0.11
H 4.7702 -1.3224 0.3407  0.11
H -0.4838 -4.0179 -0.6162  0.09
H 4.6792 -5.5256 -0.9808  0.13
H 0.1181 -1.7578 1.2425  0.06
H -4.7775 4.4684 0.6291  0.04
H -6.1143 2.9616 1.1601  0.12
H 5.2587 1.3634 3.6132  0.09
H 2.2683 -2.6591 -2.8225  0.12
H 2.9971 -2.4653 1.6388  0.11
H -7.2862 4.2351 1.8188  0.12
H -0.5124 6.3395 1.3735  0.12
H 4.5264 -3.7183 -2.2662  0.11
H 3.6833 1.7636 4.2755  0.09
H 1.5323 0.8390 0.7679  0.09
H 0.3828 0.8910 2.0594  0.07
H -0.0421 -6.4176 -0.6041  0.09
H 5.8431 -0.6730 2.6142  0.12
H 0.6504 -2.6648 2.5874  0.09
H -3.4248 2.9323 -3.1521  0.11
H 0.1505 -2.7127 -1.5459  0.08
H -1.2465 7.8539 -0.4437  0.12
H -2.2692 4.0865 -6.3078  0.08
H -4.8496 3.9573 -3.2993  0.12
H 1.5619 -1.4001 5.0199  0.11
H -2.1509 3.8326 0.2287  0.08
H 4.3021 -1.8959 5.0869  0.09
H 1.1532 -3.3779 -0.3208  0.04
H -8.2219 2.8934 0.0366  0.11
H -3.6858 5.4449 -2.1733  0.07
H 4.1535 0.1408 0.8702  0.10
H -2.5158 8.0762 2.3154  0.08
H -0.9188 -4.5216 -3.1506  0.08
H 3.0267 -7.8681 -2.1403  0.08
H -1.5229 6.1906 -0.8253  0.10
H 3.2039 -6.3207 0.9838  0.08
H 5.5974 -0.6578 4.9604  0.09
H -0.8764 2.0324 -0.6978  0.12
H 1.7951 -8.3216 -0.9510  0.08
H -7.0224 3.5311 -1.1125  0.11
H -3.3555 7.9494 -0.9956  0.10
H -1.0453 -0.2766 -0.9292  0.07
H -2.3022 5.8616 1.5500  0.11
H 1.4259 -6.0294 0.8075  0.08
H 2.6413 -4.0331 -3.7185  0.12
H 3.4256 -7.9406 -0.4203  0.08
H 3.9307 1.5557 2.5500  0.06
H -2.7209 1.6647 1.1695  0.12
H 2.4798 -4.6808 0.7431  0.05
H -3.8176 5.0558 -5.2836  0.12
H -0.1852 -1.0481 2.8390  0.08
H -4.3103 3.4554 -5.5132  0.12
H 2.0171 1.4964 2.2133  0.06
H 0.3290 -4.9045 -4.3695  0.09

Results
- Max |F|: 0.065 Eh/bohr
- HOMO level: -8.14 eV
- M: 562.79 g/mol
- LUMO energy: 0.40 eV
- Structure (SMILES): CC1(C)CCCC(C)(C)N1O.CC1(C)CCCC(C)(C)N1O.OCCO.OCCO.OCCO.OCCO
- Kohn-Sham gap: 8.54 eV
- Calculated total energy: -51415.892 eV
- Spin multiplicity: 1
- ΔE to the lowest compared entry with this formula, charge and spin: 2.6237 eV